C10H18OSi | ωB97M-V/def2-TZVPD

The geometry in XYZ format:
```
30
Properties=species:S:1:pos:R:3:forces:R:3:mulliken_charge:R:1
C -0.1749 -1.8463 -2.3820 1.8 -2.1 -0.3 -1.23
C 0.2561 -1.9420 -0.9630 -1.5 2.6 -1.3 -0.29
C 0.4116 -0.9905 -0.0789 -1.4 2.6 0.7 -0.45
C 1.1631 -1.1091 1.2043 -1.9 -1.0 1.8 -0.04
C 2.4741 -0.4352 0.8851 -0.2 0.2 -1.8 -0.77
C 2.2196 1.0369 1.1857 0.1 0.4 1.0 -1.03
C 0.6910 1.1112 1.2015 -1.8 0.8 0.8 0.08
C 0.3671 -0.0758 2.1006 -0.4 -0.8 0.8 -1.04
C -0.0382 0.7417 -0.0945 2.1 -3.7 -2.1 -0.24
Si -1.9587 0.9050 -0.2339 0.8 -1.7 -0.3 0.20
C -2.7737 1.4295 -1.8558 -3.1 0.6 3.5 -1.01
O -2.3857 1.8621 1.0264 -0.2 0.0 1.7 -0.60
H 0.7786 -1.9844 -2.9360 -0.2 0.5 0.0 0.33
H -0.5277 -0.8794 -2.5836 -1.1 1.0 -0.8 0.24
H -0.6828 -2.7581 -2.7855 -0.6 1.2 0.6 0.32
H 0.4553 -2.8636 -0.6494 1.3 -3.9 1.3 0.65
H 1.2527 -2.1210 1.6810 -0.2 0.7 -0.8 0.52
H 2.5989 -0.6142 -0.2581 0.5 0.4 2.1 0.25
H 3.3177 -0.7306 1.4456 1.0 -0.9 0.4 0.45
H 2.7320 1.3730 2.1672 -1.2 -0.5 -1.4 0.33
H 2.6851 1.5555 0.4011 0.4 1.4 -1.0 0.38
H 0.1884 1.9768 1.6496 0.7 0.4 -0.2 0.52
H -0.7645 -0.2677 2.3745 2.1 0.1 -1.1 0.33
H 0.8453 0.1097 3.0609 0.1 -0.3 0.2 0.38
H 0.5594 0.9182 -1.0331 -0.7 0.9 0.7 0.53
H -2.4861 -0.5364 -0.1291 0.3 0.8 0.3 -0.08
H -3.8929 1.0456 -1.7237 2.4 0.7 -0.5 0.24
H -2.8421 2.5009 -1.9660 0.1 0.4 -0.2 0.32
H -2.3136 1.0111 -2.6639 1.1 -1.3 -2.3 0.37
H -2.1551 1.5774 1.9530 -0.4 0.4 -1.7 0.34
```
Forces are in eV/Å.

Output
Kohn-Sham gap   9.31 eV
Molecular weight   182.3 g/mol


C4H35N3O13 | ωB97M-V/def2-TZVPD

The geometry in XYZ format:
```
55
Properties=species:S:1:pos:R:3:forces:R:3:lowdin_spin:R:1
C -1.1657 -1.1870 0.0658 1.6 -0.5 1.1 0.00
C -1.6138 -1.8645 -1.2085 -0.1 0.8 -1.1 0.01
C -0.4325 -1.8616 -2.2634 -1.8 -1.5 2.0 0.11
N 0.3387 -0.6757 -2.3725 0.8 -3.4 -2.3 0.66
N 0.1406 -1.8346 0.4851 -1.3 1.7 -0.8 0.03
C 0.6429 -1.6340 1.7574 -0.2 -1.8 1.8 0.00
N 0.3260 -0.5766 2.6213 1.1 -0.7 -1.9 0.00
O 1.3269 -2.5508 2.1796 1.1 0.2 0.3 0.01
H -0.8376 -0.1520 -0.1186 -0.9 0.0 -0.1 0.00
H -1.8945 -1.2234 0.9260 0.7 -0.1 -1.2 0.00
H -2.5130 -1.3344 -1.5904 0.6 -0.3 -0.1 0.01
H -1.8960 -2.9306 -1.1277 0.1 0.5 0.4 0.00
H 0.2256 -2.7060 -1.7707 -0.3 1.2 -1.4 0.07
H -0.8237 -2.3258 -3.2173 1.0 0.9 0.5 0.03
H 0.3725 0.1341 -1.8186 -0.6 1.5 1.3 0.01
H 1.1113 -0.8251 -3.0375 -0.1 0.7 0.2 0.01
H 0.4317 -2.7164 0.0259 -0.2 0.5 1.3 0.00
H -0.5014 -0.0460 2.4669 -0.3 0.5 0.4 0.00
H 0.7610 -0.6379 3.5500 -0.6 0.0 -0.9 0.00
H 2.9540 -4.2290 -0.4478 -1.1 0.3 -0.7 0.00
H 2.2195 -3.2567 -1.4226 0.8 0.3 -0.1 0.00
O 2.1597 -4.1251 -1.0304 0.3 -0.5 0.7 0.01
H 0.6965 3.4096 0.6543 1.0 1.8 1.5 0.00
H -0.3297 2.1876 1.0534 0.4 1.0 0.5 0.00
O 0.1605 2.7075 0.3955 -1.8 -3.0 -1.3 0.00
H 3.7009 -0.4288 -0.6177 0.2 0.4 0.1 0.00
H 2.3553 -0.9824 -0.8962 -0.7 -0.1 0.6 0.00
O 3.2473 -1.0258 -1.2134 0.1 -0.8 -1.3 0.01
H -1.8985 1.0756 4.0409 -1.7 -1.0 0.3 0.00
H -1.0036 2.1996 4.5540 -0.1 -0.5 -0.8 0.00
O -1.1573 1.5909 3.8003 1.7 1.6 0.3 0.00
H -0.9079 2.1831 -2.5978 0.6 1.0 -0.6 0.00
H -0.6073 2.1728 -1.0258 0.6 0.8 -0.3 0.00
O -1.1907 1.9033 -1.7448 -1.0 -1.9 0.3 0.01
H 3.5435 2.7245 -0.1098 0.0 -0.1 0.2 0.00
H 2.2747 2.4384 0.6773 -0.8 -1.3 0.6 0.00
O 2.8039 3.1221 0.3556 0.9 2.7 -1.0 0.00
H -0.6390 0.6592 -3.9338 -0.2 -0.2 0.0 0.00
H -0.5532 1.7630 -4.9342 -0.3 -0.2 -0.3 0.00
O -1.0662 0.9606 -4.7406 0.5 0.4 0.2 0.01
H 2.3968 0.8305 0.9631 0.8 -0.2 -0.4 0.00
H 3.4807 -0.0204 1.3929 0.8 -0.6 0.5 0.00
O 3.3466 0.6727 0.7478 -1.4 -0.1 0.9 0.00
H 1.3527 3.6834 -1.3902 0.2 0.0 0.0 0.00
H 1.7655 3.7462 -2.8525 0.2 0.2 -0.2 0.00
O 1.0659 3.4409 -2.2770 -0.2 -0.2 -0.1 0.00
H -1.5259 -3.1683 2.7898 -0.3 0.5 0.1 0.00
H -1.8996 -1.8070 3.4678 0.1 -0.5 -0.7 0.00
O -1.9775 -2.3174 2.6351 0.0 -0.5 0.9 0.00
H -3.7311 -0.9121 3.1042 -0.3 -0.3 -0.4 0.00
H -3.4155 0.3815 2.2644 -0.2 -0.1 -0.1 0.00
O -3.3813 -0.0256 3.1380 0.5 0.7 0.4 0.00
H -2.8759 1.1141 -0.5098 0.0 1.4 1.2 0.00
H -2.4747 2.5231 -0.0985 0.3 1.1 -0.6 0.00
O -2.8880 1.7567 0.2557 -0.6 -2.5 -0.1 0.00
```
Forces are in eV/Å.

Output
Total charge   +1
Kohn-Sham gap (alpha / beta)   9.89 / 4.64 eV
Molecular weight   333.3 g/mol
Multiplicity   2


C32H37N8O2STi | ωB97M-V/def2-TZVPD

The geometry in XYZ format:
```
81
Properties=species:S:1:pos:R:3:forces:R:3:mulliken_charge:R:1
Ti -0.7007 0.1428 0.7845 0.1 0.5 -0.1 -1.56
C 5.1200 -0.0048 3.4828 0.0 0.0 0.0 -1.77
C 3.8157 -0.4555 2.8810 0.1 0.0 -0.1 0.35
C 3.7403 -0.9950 1.6260 0.0 0.0 0.1 -0.13
C 2.5100 -1.4624 1.0893 -0.1 0.0 -0.1 0.56
C 2.3073 -2.1679 -0.1051 -0.1 0.0 0.1 -0.48
N 3.0324 -2.2767 -1.1947 0.1 -0.1 -0.2 -0.03
C 4.1496 -1.4457 -1.6530 0.0 0.1 0.0 -1.04
C 3.7404 -0.0174 -2.0268 0.0 0.0 0.0 0.07
C 2.8161 0.1074 -3.2420 0.0 0.0 0.0 -0.99
N 1.4644 -0.3121 -2.9197 0.0 -0.1 0.1 0.53
C 0.7858 -1.2632 -3.4722 0.1 0.0 -0.1 -0.54
C -0.4845 -1.7117 -3.0233 -0.1 0.0 0.1 1.06
C -1.2474 -2.5191 -3.8866 0.0 0.0 0.0 -1.13
C -2.5061 -2.9429 -3.5449 -0.1 -0.1 -0.1 0.25
C -3.3648 -3.7513 -4.4796 0.0 0.0 0.0 -1.65
C -2.9843 -2.5655 -2.2859 0.0 0.0 0.0 -0.98
C -2.2743 -1.8068 -1.3646 0.0 -0.1 -0.2 1.02
C -2.9546 -1.5503 -0.0961 0.0 -0.1 0.1 -0.44
N -2.5315 -0.8994 0.9210 0.2 -0.2 -0.3 0.49
C -3.3858 -0.8559 2.1088 0.0 0.0 0.0 -1.06
C -3.2993 0.4873 2.8282 0.0 0.0 0.0 -0.18
C -2.0654 0.6526 3.7163 0.0 0.0 0.0 -1.09
N -0.8509 0.1806 3.0510 0.1 0.1 -0.2 0.66
C 0.1400 -0.2012 3.7554 -0.2 0.0 0.1 -0.92
C 1.3866 -0.6281 3.1128 0.1 -0.1 -0.1 0.35
C 2.6107 -0.2780 3.6102 -0.1 0.0 0.1 -0.08
C 1.2950 -1.3117 1.8504 -0.2 0.3 0.0 0.13
O 0.1633 -1.7193 1.4253 0.1 -0.3 0.1 -0.70
C -0.9755 -1.3501 -1.7318 0.1 -0.1 -0.1 -0.14
O -0.2080 -0.6652 -0.9439 -0.3 0.0 0.3 0.57
H 5.9702 -0.4025 2.9305 0.0 0.0 0.0 0.37
H 5.2087 -0.3353 4.5181 0.0 0.0 0.0 0.39
H 5.1994 1.0847 3.4799 0.0 0.0 0.0 0.32
H 4.6565 -1.1306 1.0664 0.0 0.0 0.0 0.23
H 1.3709 -2.7183 -0.1401 0.0 0.0 0.0 0.65
H 2.6562 -2.9082 -1.8846 0.0 0.0 0.0 0.40
H 4.5665 -1.9518 -2.5237 0.0 0.0 0.0 0.50
H 4.9351 -1.4287 -0.9022 0.0 0.0 0.0 0.24
H 4.6596 0.5287 -2.2480 0.0 0.0 0.0 0.49
H 3.2833 0.4856 -1.1702 0.0 0.0 0.0 -0.05
H 3.1837 -0.4824 -4.0841 0.0 0.0 0.0 0.51
H 2.7725 1.1520 -3.5533 0.0 0.0 0.0 0.37
H 0.9449 0.2417 -2.2263 0.0 0.1 0.0 -0.61
H 1.2291 -1.7432 -4.3429 0.0 0.0 0.0 0.44
H -0.8318 -2.7805 -4.8549 0.0 0.0 0.0 0.39
H -2.7765 -4.1681 -5.2962 0.0 0.0 0.0 0.38
H -4.1497 -3.1319 -4.9178 0.0 0.0 0.0 0.31
H -3.8488 -4.5772 -3.9574 0.0 0.0 0.0 0.40
H -3.9811 -2.8946 -2.0069 0.0 0.0 0.0 0.51
H -3.9378 -2.0226 -0.0415 0.0 0.0 0.1 0.30
H -3.0696 -1.6620 2.7774 0.0 0.0 0.0 0.27
H -4.4212 -1.0480 1.8175 0.0 0.0 0.0 0.56
H -4.1793 0.6029 3.4625 0.0 0.0 0.0 0.53
H -3.3476 1.2865 2.0853 0.0 0.0 0.0 -0.23
H -2.1991 0.1186 4.6610 0.0 0.0 0.0 0.61
H -1.9342 1.7127 3.9489 0.0 0.0 0.0 0.26
H 0.0958 -0.1824 4.8473 0.0 0.0 0.0 0.47
H 2.6642 0.2158 4.5771 0.0 0.0 0.0 0.48
C -2.8593 3.7311 0.1047 0.0 0.0 0.1 -1.78
C -1.8165 2.7013 0.4079 0.1 0.2 0.0 -0.08
N -1.8101 1.5225 -0.1785 0.1 -0.3 0.1 2.14
N -2.7518 1.2528 -1.1465 0.0 -0.1 -0.2 -1.70
C -2.3037 1.3323 -2.3759 -0.1 0.1 0.2 0.19
N -3.2054 0.9184 -3.3396 0.0 0.0 0.0 -0.36
S -0.7670 1.8997 -2.9072 0.0 0.1 0.0 -0.47
C -0.6618 2.9420 1.2193 0.0 0.0 0.1 1.36
C -0.4292 4.1257 1.9509 0.0 0.1 0.0 -1.26
C 0.7954 4.3543 2.5135 -0.1 0.1 0.0 -0.78
C 1.8153 3.4012 2.3458 0.0 -0.1 0.0 -1.20
C 1.5112 2.2289 1.7138 0.0 0.0 0.0 -0.06
N 0.2902 1.9521 1.2034 0.0 -0.2 0.1 0.82
H -3.0245 3.7625 -0.9701 0.0 0.0 0.0 0.32
H -2.5560 4.7218 0.4333 0.0 0.0 0.0 0.51
H -3.8148 3.4832 0.5741 0.0 0.0 0.0 0.26
H -4.1707 0.9385 -3.0416 0.0 0.0 0.0 0.26
H -3.0343 1.3194 -4.2478 0.0 0.0 0.0 0.26
H -1.2201 4.8555 2.0456 0.0 0.0 0.0 0.42
H 0.9835 5.2655 3.0653 0.0 0.0 0.0 0.45
H 2.8131 3.5708 2.7260 0.0 0.0 0.0 0.52
H 2.2522 1.4465 1.6088 0.0 0.0 0.0 0.56
```
Forces are in eV/Å.

Output
Total charge   +1
Kohn-Sham gap (alpha / beta)   4.73 / 4.33 eV
Molecular weight   645.6 g/mol


C3H4N2 | ωB97M-V/def2-TZVPD

The geometry in XYZ format:
```
9
Properties=species:S:1:pos:R:3:forces:R:3:mulliken_charge:R:1
N -0.2074 1.2039 -1.5514 0.2 -0.3 0.0 -0.87
C 0.9989 -0.4776 0.2941 -0.1 0.2 0.1 -0.60
C -0.0611 -0.7680 1.0660 0.0 -0.1 0.1 -0.24
C -1.0372 -0.0948 0.2230 -0.1 0.1 0.1 -0.21
N -0.1139 0.3520 -0.6206 -0.1 0.1 0.1 0.57
H 0.6227 1.1865 -2.1408 0.2 -0.1 0.3 0.23
H 2.0466 -0.2800 0.4954 -0.2 0.1 -0.5 0.31
H -0.1598 -1.2529 2.0270 0.1 0.0 -0.1 0.38
H -2.0889 0.1308 0.2074 0.0 -0.1 0.0 0.44
```
Forces are in eV/Å.

Output
Kohn-Sham gap (alpha / beta)   7.44 / 7.64 eV
Molecular weight   68.1 g/mol


Number 1: E_tot -20585.74578 eV. Number 2: E_tot -35795.17058 eV. Number 3: E_tot -83747.32069 eV. Number 4: E_tot -6150.65582 eV.